Entry 1:
This record from OMol25 describes a structure of composition C34H26ClF5P2RuS2. The level of theory is ωB97M-V/def2-TZVPD.

Geometry as XYZ:
```
71
Properties=species:S:1:pos:R:3:forces:R:3:mulliken_spin:R:1
Ru -0.824 -1.327 -0.215 -0.430 -0.121 0.253 3.401
S -2.165 -0.113 1.895 0.047 -0.224 -0.243 0.183
P -1.459 1.203 0.561 0.312 0.722 -0.647 -0.086
C -0.057 0.759 -0.373 -0.068 -0.778 1.209 0.259
P 1.344 0.304 0.550 0.010 0.843 -0.879 -0.036
S 1.291 -1.350 1.684 -0.216 -0.214 -0.140 0.148
C 2.658 0.088 -0.708 0.023 -0.075 0.068 0.020
C 2.322 -0.350 -1.986 0.080 0.156 0.028 -0.004
C 3.312 -0.626 -2.916 0.038 -0.018 -0.021 -0.001
C 4.647 -0.440 -2.585 0.003 -0.001 -0.070 0.001
C 4.987 0.027 -1.325 0.070 0.024 0.069 0.002
C 3.998 0.281 -0.386 -0.073 -0.094 0.014 0.004
C 1.961 1.687 1.559 -0.157 -0.059 0.136 0.024
C 2.408 2.852 0.940 0.001 -0.080 0.077 0.015
C 2.753 3.952 1.708 -0.004 0.061 -0.113 0.002
C 2.634 3.899 3.090 0.014 0.076 0.085 0.005
C 2.180 2.745 3.708 -0.038 0.005 0.047 0.002
C 1.842 1.637 2.944 0.121 0.041 -0.128 -0.003
C -2.738 1.603 -0.689 0.058 -0.104 0.003 -0.007
C -3.840 2.370 -0.321 -0.043 -0.127 -0.057 -0.004
C -4.810 2.693 -1.256 0.002 0.016 0.132 0.006
C -4.688 2.243 -2.563 -0.031 0.023 -0.170 0.001
C -3.597 1.472 -2.934 -0.003 -0.020 0.024 0.011
C -2.622 1.157 -2.000 -0.071 0.150 0.092 0.034
C -1.322 2.866 1.320 0.147 -0.050 0.062 0.016
C -1.613 3.113 2.654 -0.035 -0.061 -0.125 -0.004
C -1.552 4.410 3.147 0.017 0.053 0.108 0.005
C -1.197 5.457 2.311 0.016 0.040 0.054 0.001
C -0.891 5.210 0.979 0.085 0.013 -0.080 0.004
C -0.947 3.918 0.486 -0.050 -0.032 0.070 0.009
H 1.277 -0.437 -2.249 -0.063 -0.049 -0.013 0.014
H 3.043 -0.985 -3.902 -0.013 0.027 0.003 -0.002
H 5.421 -0.648 -3.315 0.000 -0.005 0.010 0.000
H 6.028 0.188 -1.070 -0.013 -0.003 0.007 0.000
H 4.259 0.636 0.604 0.060 -0.040 0.000 -0.001
H 2.484 2.882 -0.141 -0.024 0.059 0.000 0.000
H 3.099 4.858 1.225 0.005 -0.002 0.020 0.000
H 2.891 4.767 3.686 0.000 -0.009 -0.003 0.000
H 2.076 2.707 4.785 0.019 0.013 -0.006 0.000
H 1.491 0.721 3.402 -0.036 0.027 0.036 -0.001
H -3.933 2.708 0.705 -0.037 0.038 -0.007 -0.001
H -5.662 3.295 -0.965 0.001 -0.008 -0.004 0.000
H -5.441 2.500 -3.298 -0.015 -0.019 0.025 0.000
H -3.502 1.109 -3.950 -0.017 0.018 -0.005 0.000
H -1.758 0.572 -2.281 0.074 -0.017 -0.043 0.013
H -1.908 2.282 3.285 0.032 0.022 0.042 -0.003
H -1.781 4.607 4.188 -0.012 -0.022 -0.015 0.000
H -1.154 6.468 2.698 0.001 -0.013 0.001 0.000
H -0.601 6.028 0.330 -0.023 -0.015 -0.004 0.000
H -0.723 3.702 -0.553 0.044 0.067 0.001 -0.002
F -2.746 -2.703 -2.499 0.260 0.047 -0.178 0.001
C -2.647 -2.289 -1.182 -0.098 -0.169 0.544 0.178
F -3.743 -1.466 -1.009 -0.005 0.109 0.018 0.001
C -2.961 -3.549 -0.334 -0.106 -0.268 0.254 -0.041
F -2.589 -4.679 -0.959 0.013 0.028 -0.025 0.003
F -4.256 -3.695 -0.004 0.006 0.021 -0.111 0.003
F -2.281 -3.522 0.843 -0.102 0.061 -0.203 0.004
Cl 1.464 -8.943 0.403 -0.002 -0.104 0.053 0.015
C 1.107 -7.292 -0.013 -0.041 0.193 -0.063 0.175
C 0.349 -7.022 -1.146 -0.038 -0.073 -0.025 -0.080
C 0.100 -5.714 -1.499 0.065 0.219 0.061 0.156
C 0.620 -4.634 -0.746 -0.002 -0.365 0.133 -0.093
C 0.458 -3.296 -1.170 0.324 -0.038 -0.291 0.610
C 1.348 -4.953 0.425 -0.058 0.141 -0.077 0.154
C 1.591 -6.260 0.783 0.005 -0.206 0.015 -0.087
H -0.039 -7.833 -1.748 0.021 -0.023 0.037 -0.003
H -0.498 -5.492 -2.375 0.026 -0.043 -0.005 0.005
H 1.181 -2.581 -0.785 -0.040 0.085 -0.061 -0.036
H 0.043 -3.131 -2.159 -0.071 0.096 0.056 0.003
H 1.717 -4.144 1.044 0.032 0.003 -0.039 0.013
H 2.160 -6.502 1.671 0.002 0.053 0.005 -0.004
```
Forces are in eV/Å.

Values from the calculation:
E   -104619.962 eV
<S²>   8.794
Kohn-Sham gap (alpha / beta)   6.49 / 6.06 eV
ΔE to the lowest compared entry with this formula, charge and spin   31.4 kcal per mole
Spin multiplicity   6
Net charge   -1


Entry 2:
This record from OMol25 describes a cluster of 4 separate species, C59H55N4O9 in total. The level of theory is ωB97M-V/def2-TZVPD.

Geometry as XYZ:
```
127
Properties=species:S:1:pos:R:3:forces:R:3:lowdin_charge:R:1
C -2.660 -3.897 -2.315 -0.015 -0.352 0.498 -0.157
C -1.551 -5.003 -1.758 -0.657 0.297 0.217 -0.263
C 0.021 -4.478 -1.984 -1.533 -0.848 0.099 -0.215
C 0.531 -3.780 -0.590 -0.010 0.022 -0.255 -0.202
C 1.417 -2.389 -0.842 -0.242 -0.392 -0.762 -0.206
C 3.028 -2.597 -0.593 -0.572 -0.791 0.894 -0.204
C 3.759 -1.393 0.247 0.885 0.210 -0.724 -0.207
C 3.372 0.126 -0.234 0.179 0.553 -0.007 -0.204
C 3.566 1.195 1.035 -0.181 -1.160 0.434 -0.180
C 5.133 1.595 1.313 0.451 -0.087 0.543 -0.169
C 5.493 3.183 1.046 -0.344 -0.941 1.812 -0.116
N 4.693 3.613 -0.165 3.286 -2.354 -1.806 -0.056
C 5.077 2.968 -1.484 -4.059 3.598 0.068 -0.210
N 6.056 2.025 -1.783 -1.413 1.030 0.232 0.145
N 4.133 3.530 -2.526 -0.775 2.039 7.050 0.117
C 3.250 4.463 -1.698 3.213 -2.567 0.864 0.064
N 3.643 4.518 -0.211 -0.450 -1.008 -6.395 -0.047
C 3.015 5.361 0.877 0.183 1.003 0.770 -0.003
C 2.443 6.779 0.198 -7.244 2.007 2.310 -0.183
O 1.183 7.112 0.595 9.139 -2.248 -3.024 0.041
O 3.259 7.624 -0.715 -2.782 -2.721 -0.140 -0.005
C 2.564 7.841 -2.001 -6.863 4.042 -2.685 -0.254
C 3.238 7.381 -3.461 0.074 -1.119 1.588 -0.015
O 1.358 8.464 -2.122 8.496 -4.506 1.735 0.013
H -2.585 -3.828 -3.487 -0.284 -0.037 2.357 0.074
H -2.501 -2.821 -1.827 -0.105 -2.350 -1.092 0.079
H -3.741 -4.245 -1.961 2.287 0.728 -1.002 0.082
H -1.744 -6.061 -2.257 0.435 2.335 0.842 0.108
H -1.810 -5.148 -0.608 0.852 0.260 -2.316 0.104
H -0.017 -3.757 -2.908 0.266 -1.175 1.870 0.102
H 0.622 -5.436 -2.303 -0.811 2.056 0.784 0.107
H -0.441 -3.532 0.049 2.194 -0.453 -1.334 0.111
H 1.166 -4.598 -0.007 -1.324 1.890 -1.057 0.110
H 0.967 -1.496 -0.216 1.009 -1.888 -1.108 0.104
H 1.266 -2.129 -1.992 0.249 -0.313 2.486 0.106
H 3.131 -3.581 0.074 -0.052 2.121 -1.455 0.107
H 3.544 -2.848 -1.617 -0.838 0.758 2.043 0.117
H 3.610 -1.474 1.405 -0.020 -0.044 -2.227 0.097
H 4.930 -1.517 0.053 -2.422 0.252 0.598 0.119
H 4.082 0.384 -1.149 -1.498 -0.321 1.935 0.091
H 2.275 0.259 -0.628 2.075 -0.582 0.855 0.104
H 2.831 2.119 0.963 1.682 -1.737 -0.050 0.103
H 3.205 0.586 1.996 0.742 1.436 -2.068 0.121
H 5.377 1.349 2.454 -0.309 0.597 -2.588 0.134
H 5.876 0.973 0.634 -1.773 0.989 1.531 0.101
H 6.653 3.316 0.913 -2.392 0.009 -0.094 0.143
H 5.198 3.771 2.021 0.378 -0.873 -2.258 0.135
H 5.875 1.455 -2.662 0.511 1.233 1.700 0.161
H 6.878 1.816 -1.167 -1.486 0.338 -0.934 0.135
H 2.365 5.063 -2.176 1.935 -1.300 1.307 0.144
H 2.143 4.761 1.428 1.692 1.614 -1.606 0.170
H 3.775 5.679 1.738 -1.274 -0.810 -2.193 0.163
H 4.232 6.813 -3.223 -1.695 1.312 -0.710 0.082
H 2.483 6.564 -3.895 1.544 2.098 0.805 0.102
H 3.368 8.292 -4.191 -0.384 -1.872 1.754 0.117
C -5.495 -1.144 -8.732 0.174 0.262 0.173 -0.051
C -4.624 -2.225 -8.599 0.278 0.145 0.213 -0.051
C -3.431 -2.078 -7.890 -0.263 -0.074 -0.163 0.008
C -3.101 -0.841 -7.322 -0.348 -0.327 -0.320 -0.088
C -3.960 0.246 -7.475 -0.396 -0.325 -0.297 -0.087
C -5.166 0.092 -8.172 -0.066 -0.255 -0.121 0.009
C -3.600 1.568 -6.923 -1.086 1.083 -0.279 -0.278
O -4.355 2.523 -7.054 0.535 -0.571 0.137 0.102
C -2.312 1.724 -6.217 0.547 0.399 0.357 -0.081
C -1.931 2.984 -5.739 0.296 0.083 0.181 0.010
C -0.721 3.138 -5.059 -0.320 -0.200 -0.199 -0.066
C 0.106 2.035 -4.847 -0.243 -0.286 -0.183 -0.070
C -0.269 0.779 -5.328 0.103 0.300 0.119 0.004
C -1.475 0.626 -6.023 0.440 0.436 0.355 -0.082
C -1.846 -0.699 -6.558 0.786 -1.325 0.113 -0.278
O -1.117 -1.668 -6.377 -0.397 0.648 -0.053 0.093
H -6.429 -1.261 -9.277 0.180 0.044 0.110 0.111
H -4.875 -3.184 -9.046 0.062 0.179 0.101 0.111
H -2.758 -2.927 -7.786 -0.069 0.311 0.080 0.122
H -5.848 0.933 -8.285 0.291 -0.103 0.102 0.123
H -2.572 3.850 -5.897 0.027 -0.335 -0.037 0.124
H -0.424 4.119 -4.693 -0.105 -0.147 -0.085 0.099
H 1.045 2.153 -4.311 -0.130 -0.054 -0.099 0.094
H 0.384 -0.076 -5.163 -0.287 0.094 -0.152 0.119
C -5.901 -2.444 4.869 0.048 0.047 -0.362 -0.058
C -6.975 -1.610 5.176 -0.094 0.136 -0.343 -0.055
C -7.616 -0.894 4.163 0.131 -0.155 0.258 0.008
C -7.173 -1.004 2.840 0.089 -0.157 0.615 -0.086
C -6.083 -1.819 2.536 0.049 -0.175 0.592 -0.087
C -5.453 -2.550 3.551 -0.100 0.046 0.301 0.004
C -5.576 -1.904 1.151 1.049 -0.818 -0.273 -0.279
O -4.622 -2.623 0.883 -0.450 0.380 0.122 0.085
C -6.231 -1.104 0.097 -0.012 0.212 -0.623 -0.085
C -5.724 -1.130 -1.210 -0.142 0.191 -0.258 0.007
C -6.345 -0.387 -2.216 0.100 -0.175 0.360 -0.056
C -7.476 0.375 -1.924 -0.045 -0.056 0.360 -0.055
C -7.980 0.407 -0.622 0.127 -0.003 -0.285 0.009
C -7.349 -0.326 0.392 -0.047 0.189 -0.639 -0.085
C -7.868 -0.257 1.772 -1.284 0.869 0.350 -0.277
O -8.859 0.416 2.031 0.676 -0.441 -0.179 0.100
H -5.408 -3.009 5.656 -0.087 0.097 -0.162 0.108
H -7.316 -1.518 6.205 0.043 -0.015 -0.206 0.109
H -8.457 -0.249 4.410 0.184 -0.136 -0.244 0.123
H -4.610 -3.199 3.319 -0.219 0.213 -0.115 0.120
H -4.844 -1.725 -1.447 -0.222 0.060 0.219 0.101
H -5.947 -0.405 -3.228 -0.064 -0.019 0.188 0.106
H -7.965 0.948 -2.709 0.080 -0.106 0.165 0.109
H -8.860 1.008 -0.401 0.239 -0.201 0.124 0.123
C 4.306 0.587 10.039 -0.142 -0.273 -0.174 -0.050
C 5.059 1.200 9.038 -0.075 -0.203 -0.316 -0.056
C 5.057 0.679 7.743 -0.002 0.150 0.318 0.000
C 4.308 -0.467 7.451 0.211 0.391 0.361 -0.089
C 3.574 -1.095 8.457 0.184 0.456 0.431 -0.083
C 3.564 -0.560 9.752 0.166 0.232 0.040 0.013
C 2.821 -2.333 8.171 -0.824 -0.686 1.185 -0.276
O 2.173 -2.883 9.054 0.437 0.374 -0.624 0.107
C 2.866 -2.903 6.810 -0.161 -0.517 -0.458 -0.083
C 2.203 -4.107 6.540 0.004 -0.125 -0.308 0.014
C 2.229 -4.646 5.252 0.045 0.237 0.310 -0.049
C 2.907 -3.981 4.230 0.144 0.321 0.152 -0.056
C 3.573 -2.784 4.498 -0.192 -0.303 -0.026 -0.002
C 3.560 -2.249 5.793 -0.147 -0.398 -0.434 -0.087
C 4.297 -1.001 6.074 0.612 0.574 -0.833 -0.281
O 4.897 -0.419 5.178 -0.272 -0.171 0.259 0.069
H 4.301 0.998 11.046 -0.009 -0.099 -0.193 0.112
H 5.647 2.087 9.265 -0.110 -0.168 -0.054 0.109
H 5.643 1.166 6.966 -0.205 -0.242 0.089 0.117
H 2.983 -1.037 10.539 0.105 -0.018 -0.312 0.125
H 1.668 -4.631 7.331 0.174 0.278 -0.087 0.125
H 1.718 -5.584 5.045 0.094 0.188 0.062 0.112
H 2.922 -4.397 3.225 0.004 0.081 0.178 0.104
H 4.104 -2.273 3.697 -0.045 -0.023 0.325 0.102
```
Forces are in eV/Å.

Values from the calculation:
E   -86445.484 eV
Kohn-Sham gap   6.86 eV
Spin multiplicity   1
Net charge   +1


Entry 3:
This record from OMol25 describes a structure of composition C18H43FNbO8. The level of theory is ωB97M-V/def2-TZVPD.

Geometry as XYZ:
```
71
Properties=species:S:1:pos:R:3:forces:R:3:lowdin_charge:R:1
O 2.110 -3.178 3.559 -0.042 0.131 0.034 0.070
C 2.993 -2.359 3.619 0.407 0.016 -0.075 -0.579
O 3.649 -2.091 4.776 -0.166 -0.064 0.036 0.052
C 3.536 -1.538 2.478 -0.094 -0.151 -0.104 -0.214
C 2.670 -0.289 2.192 0.274 -0.149 0.021 -0.379
Nb 1.233 0.829 3.559 0.687 -1.777 -1.177 1.002
C -0.556 -0.519 3.244 -0.223 0.670 0.129 -0.416
C -1.962 -0.085 3.614 -0.286 0.346 0.119 -0.334
C -3.051 -1.130 3.574 -0.241 -0.232 0.033 -0.238
F -3.038 -1.924 4.738 0.158 -0.076 -0.061 -0.094
H 3.158 -2.530 5.487 -0.012 0.015 -0.056 0.115
H 4.555 -1.234 2.731 -0.095 -0.065 0.020 0.103
H 3.575 -2.204 1.607 0.043 0.135 0.083 0.095
H 3.354 0.512 1.865 -0.172 0.007 -0.002 0.016
H 2.041 -0.502 1.312 -0.034 0.112 0.139 0.021
H 0.555 1.840 2.145 -0.060 0.376 0.531 -0.141
H 0.042 1.837 4.539 0.170 -0.087 0.027 -0.171
H 1.669 0.137 5.224 -0.198 0.499 0.260 -0.149
H 2.314 2.296 3.920 -0.732 0.137 -0.027 -0.178
H -0.529 -0.797 2.175 0.155 -0.032 0.158 0.030
H -0.275 -1.416 3.828 0.177 0.158 -0.091 0.039
H -2.285 0.731 2.948 0.158 -0.082 0.092 0.081
H -1.966 0.349 4.621 -0.034 -0.031 -0.139 0.082
H -2.946 -1.821 2.728 0.026 0.094 0.048 0.108
H -4.055 -0.689 3.555 0.117 0.071 -0.087 0.098
C -6.333 4.693 -1.444 -0.058 0.114 -0.022 -0.126
O -5.461 3.691 -1.897 0.035 -0.144 0.065 -0.193
C -4.133 4.124 -2.121 0.047 0.159 -0.149 -0.206
C -3.107 3.133 -1.619 0.086 0.208 -0.042 -0.191
O -3.003 3.073 -0.213 0.037 -0.156 0.084 -0.113
C -4.012 2.386 0.513 -0.013 0.204 -0.071 -0.173
C -4.020 0.886 0.351 0.018 -0.301 0.119 -0.200
O -4.435 0.490 -0.947 0.033 0.142 -0.055 -0.197
C -3.737 -0.618 -1.456 0.019 -0.127 0.028 -0.118
H -6.613 5.395 -2.240 0.041 -0.025 -0.024 0.085
H -7.234 4.199 -1.083 -0.016 0.010 -0.012 0.086
H -5.891 5.269 -0.623 -0.015 -0.041 0.021 0.088
H -3.961 5.091 -1.632 -0.001 -0.041 0.037 0.124
H -3.962 4.260 -3.199 -0.070 0.058 0.008 0.124
H -2.138 3.521 -1.947 0.015 -0.125 -0.034 0.130
H -3.262 2.154 -2.075 -0.079 -0.007 0.076 0.118
H -4.995 2.809 0.285 0.000 -0.150 0.018 0.118
H -3.775 2.585 1.560 -0.054 0.041 0.007 0.130
H -4.713 0.471 1.097 0.025 -0.001 0.017 0.126
H -3.028 0.477 0.574 0.032 0.136 -0.046 0.119
H -2.656 -0.518 -1.298 -0.004 0.024 -0.047 0.087
H -3.938 -0.667 -2.526 -0.010 -0.016 -0.003 0.084
H -4.057 -1.561 -0.997 -0.025 0.032 0.041 0.087
C 0.952 -0.823 -4.286 -0.102 0.061 -0.039 -0.120
O 2.324 -0.745 -3.992 0.075 -0.112 0.044 -0.195
C 2.647 0.165 -2.955 -0.040 0.197 0.012 -0.200
C 3.688 -0.398 -2.016 -0.087 0.112 -0.016 -0.180
O 3.204 -1.445 -1.199 -0.028 -0.017 0.167 -0.129
C 3.057 -2.740 -1.740 0.057 -0.082 0.010 -0.184
C 4.360 -3.490 -1.890 0.004 -0.189 0.103 -0.204
O 5.141 -2.976 -2.952 -0.076 0.133 -0.034 -0.193
C 6.522 -2.957 -2.701 0.106 -0.076 0.033 -0.122
H 0.592 0.056 -4.835 0.047 0.021 0.015 0.086
H 0.803 -1.706 -4.906 -0.009 0.008 -0.017 0.085
H 0.352 -0.922 -3.374 0.018 -0.045 -0.007 0.086
H 1.752 0.420 -2.377 0.017 -0.043 0.013 0.127
H 3.047 1.096 -3.381 -0.072 -0.004 -0.045 0.126
H 3.929 0.405 -1.315 0.119 -0.037 -0.023 0.131
H 4.593 -0.679 -2.561 -0.082 -0.069 -0.009 0.120
H 2.505 -2.740 -2.684 0.073 0.070 0.008 0.120
H 2.475 -3.285 -0.991 -0.083 0.010 -0.079 0.132
H 4.119 -4.548 -2.073 0.095 -0.008 -0.012 0.126
H 4.914 -3.432 -0.946 -0.015 0.047 -0.014 0.123
H 6.742 -2.553 -1.706 -0.003 0.041 -0.028 0.088
H 6.982 -2.316 -3.452 0.011 -0.013 -0.013 0.085
H 6.974 -3.955 -2.770 -0.055 -0.020 0.003 0.085
```
Forces are in eV/Å.

Values from the calculation:
E   -40002.583 eV
Kohn-Sham gap   6.97 eV
Spin multiplicity   1
Net charge   -1


Look up the spin multiplicity of the first one. 6


Which of these has the highest net charge? C59H55N4O9


Which value of E does entry 2 give? -86445.484 eV